{"formula": "C16H15N5O5P", "method": "wB97M-V/def2-TZVPD", "lumo_ev": -4.13, "spin_multiplicity": 1, "e_homo_ev": -12.2, "charge": 1, "orbital_gap_ev": 8.040, "symbols": ["P", "O", "O", "O", "O", "O", "N", "N", "N", "N", "N", "C", "C", "C", "C", "C", "C", "C", "C", "C", "C", "C", "C", "C", "C", "C", "C", "H", "H", "H", "H", "H", "H", "H", "H", "H", "H", "H", "H", "H", "H", "H"], "xyz": [[-2.736576, 0.847547, 1.087282], [-3.404086, 1.298499, -0.430316], [4.489845, -7.941320, 0.601717], [4.425534, -3.348088, 3.261647], [-1.529422, 1.824907, -4.046193], [-4.790339, 5.977247, -4.569227], [-3.907328, 1.293143, 2.373768], [0.309386, -0.131094, 1.204552], [1.105939, 2.097219, 1.922542], [-1.285765, 1.784828, 1.494603], [-1.146548, 3.112819, 1.850407], [1.708573, -0.655340, 1.263629], [0.295902, 3.303623, 2.114925], [4.438706, -4.405246, 2.647663], [3.857028, -5.676312, 0.633701], [5.056928, -5.616471, 3.224513], [-4.041570, 5.024940, -4.449211], [0.032429, 1.152436, 1.511813], [2.816352, -1.260285, 1.670221], [-3.926927, 4.295465, -3.168847], [3.838985, -4.521743, 1.301770], [-2.393300, 3.507664, -5.447710], [5.075105, -6.771363, 2.556517], [4.475653, -6.888222, 1.210982], [-3.107578, 3.250441, -3.038737], [-3.212677, 4.552933, -5.578228], [-2.278948, 2.778707, -4.167641], [3.423153, -5.779194, -0.353184], [0.751883, 4.314754, 2.470563], [-1.779946, 3.148820, -6.265105], [-3.319845, 1.629196, 3.175350], [-0.417812, -0.801308, 0.889656], [3.733521, -1.740267, 2.204626], [-1.922806, 3.797700, 1.906788], [-3.739464, 0.441699, -0.824355], [-4.540324, 4.654183, -2.351244], [5.490803, -5.513555, 4.211369], [5.524909, -7.667898, 2.965044], [-3.011687, 2.704182, -2.108755], [3.389200, -3.625767, 0.892924], [-4.438582, 0.451576, 2.658681], [-3.308305, 5.098942, -6.508492]], "forces_ev_per_a": [[-1.5050, -2.2040, -0.4132], [0.4100, -0.5798, 2.1496], [-0.0307, 0.4839, 0.2453], [0.0190, -0.1148, -0.2690], [-0.2430, 0.2660, 0.0711], [0.3075, -0.3946, 0.1027], [2.4229, 0.5768, -0.7212], [2.3726, -0.6483, -0.1174], [-7.1672, 2.1632, -0.5125], [1.1591, -1.1410, -0.4962], [5.5165, 0.6617, 1.0171], [4.4796, -3.0184, 3.2655], [-0.6016, -2.7926, -0.7055], [0.0388, 0.1131, 0.1452], [-0.1420, 0.4193, -0.0281], [0.0624, -0.2293, 0.0557], [-0.4137, 0.5484, -0.1688], [0.8600, 2.9855, 0.7719], [-6.5876, 3.8220, -1.6526], [0.1549, -0.2904, 0.2533], [-0.0357, -0.1739, -0.2145], [-0.1172, 0.2358, -0.1990], [0.0894, 0.2046, 0.3200], [0.0531, -0.6637, -0.3059], [-0.2014, 0.2511, 0.1540], [0.2584, -0.2401, -0.1491], [0.3111, -0.3454, -0.0752], [0.0240, -0.0392, 0.0117], [-1.1142, -2.0884, -0.8105], [-0.0012, -0.0213, 0.0430], [-1.0777, -0.4671, -0.6759], [0.5998, 0.8950, 0.3635], [-1.8116, 0.8126, -1.2789], [0.7752, -0.8811, -0.1439], [0.6665, 1.2251, 0.5079], [-0.0259, 0.0288, -0.0495], [-0.0137, 0.0367, -0.0190], [-0.0179, 0.0065, -0.0449], [0.0026, 0.0319, -0.1035], [0.0067, -0.0908, -0.0448], [0.5487, 0.6405, -0.3156], [-0.0315, 0.0155, 0.0372]]}